Entry w
{
  "formula": "C5H10N3O",
  "method": "the ωB97M-V functional and the def2-TZVPD basis",
  "smiles": "C/N=[NH+]/C(C)=C(/C)N=O",
  "homo_ev": [-12.8953, -12.9226],
  "charge": 1,
  "gap_ev": [7.994, 7.861],
  "elements": ["C", "C", "C", "C", "C", "N", "N", "N", "O", "H", "H", "H", "H", "H", "H", "H", "H", "H", "H"],
  "xyz": [[-0.071, -0.522, -0.161], [1.141, 0.052, 0.148], [-0.292, -1.996, -0.271], [2.492, -0.702, 0.160], [-1.489, 2.821, -0.341], [-1.049, 0.459, -0.269], [-0.733, 1.669, 0.028], [1.270, 1.376, 0.044], [1.792, 2.364, 0.352], [-0.331, -2.446, -1.384], [-1.220, -2.395, 0.274], [0.512, -2.578, 0.232], [3.009, -0.838, -0.778], [2.338, -1.725, 0.461], [3.256, -0.305, 0.845], [-2.586, 2.774, -0.103], [-1.092, 3.626, 0.130], [-1.334, 2.942, -1.488], [-2.051, 0.166, -0.355]],
  "nbo_charge": [0.16, 0.09, -0.69, -0.65, -0.46, -0.21, -0.14, 0.35, -0.15, 0.27, 0.26, 0.26, 0.26, 0.25, 0.26, 0.24, 0.24, 0.23, 0.43]
}

=====

Entry x
{
  "formula": "C5H10N3O",
  "method": "the ωB97M-V functional and the def2-TZVPD basis",
  "homo_ev": -14.0933,
  "charge": 1,
  "gap_ev": 10.664,
  "elements": ["C", "C", "C", "C", "C", "N", "N", "N", "O", "H", "H", "H", "H", "H", "H", "H", "H", "H", "H"],
  "xyz": [[-0.507, -0.229, 1.388], [1.761, -1.743, -1.353], [0.663, -0.958, -0.826], [-1.238, 0.143, 2.603], [-0.476, 1.065, -1.618], [-0.392, -1.374, 0.867], [0.155, 0.893, 0.708], [0.499, 0.518, -0.653], [0.508, -1.512, -2.016], [2.484, -1.030, -1.699], [1.950, -2.671, -0.753], [-1.400, -0.717, 3.383], [-2.401, 0.288, 2.354], [-0.732, 1.035, 3.135], [-0.012, 1.159, -2.560], [-1.251, 0.273, -1.850], [-0.889, 2.100, -1.272], [-0.204, 1.902, 0.874], [1.484, 0.859, -0.712]],
  "nbo_charge": [0.34, -0.12, 0.50, -0.72, -0.44, -0.35, -0.48, -0.25, -0.42, 0.20, 0.26, 0.29, 0.28, 0.26, 0.24, 0.27, 0.25, 0.43, 0.46]
}

=====

Entry y
{
  "formula": "C5H10N3O",
  "method": "the ωB97M-V functional and the def2-TZVPD basis",
  "homo_ev": -13.3072,
  "charge": 1,
  "gap_ev": 10.099,
  "elements": ["C", "C", "C", "C", "C", "N", "N", "N", "O", "H", "H", "H", "H", "H", "H", "H", "H", "H", "H"],
  "xyz": [[2.108, 0.271, 0.949], [1.072, 0.230, 2.024], [-1.517, -0.965, -1.365], [3.424, 0.518, 1.143], [-2.193, 0.648, -3.042], [0.050, -0.405, 1.672], [-2.140, -0.331, -2.127], [-1.090, -1.561, -0.403], [-1.167, -0.402, 2.414], [1.796, -0.003, -0.168], [1.337, 0.840, 2.979], [3.660, 0.850, 2.172], [4.179, 0.581, 0.451], [-3.244, 0.705, -3.503], [-1.951, 1.621, -2.443], [-1.375, 0.739, -3.807], [-1.088, -2.597, -0.423], [-0.549, -1.064, 0.430], [-1.312, 0.322, 3.049]],
  "nbo_charge": [-0.27, 0.08, 0.73, -0.28, -0.46, -0.17, -0.30, -0.78, -0.56, 0.21, 0.23, 0.20, 0.22, 0.26, 0.25, 0.24, 0.45, 0.46, 0.49]
}

=====

The least stable of them is entry x.

=====

Entry w
{
  "formula": "C3H6N2O",
  "method": "the ωB97M-V functional and the def2-TZVPD basis",
  "homo_ev": -8.5322,
  "charge": 0,
  "gap_ev": 9.506,
  "elements": ["C", "C", "N", "N", "C", "O", "H", "H", "H", "H", "H", "H"],
  "xyz": [[1.705, 0.478, 1.089], [-0.104, -0.077, -0.037], [0.598, 0.998, 0.232], [-1.190, -0.056, -0.818], [-1.751, -1.325, -0.977], [-2.762, -1.553, -1.586], [2.573, 1.126, 1.106], [1.998, -0.514, 0.710], [1.303, 0.295, 2.091], [0.401, 1.958, -0.104], [-1.655, 0.738, -1.250], [-1.117, -2.067, -0.457]],
  "nbo_charge": [-0.39, 0.16, -0.62, -0.66, 0.55, -0.56, 0.19, 0.23, 0.20, 0.38, 0.38, 0.14]
}

=====

Entry x
{
  "formula": "C3H6N2O",
  "method": "the ωB97M-V functional and the def2-TZVPD basis",
  "smiles": "C/N=C/NC=O",
  "homo_ev": -9.1831,
  "charge": 0,
  "gap_ev": 10.135,
  "elements": ["C", "N", "C", "N", "C", "O", "H", "H", "H", "H", "H", "H"],
  "xyz": [[1.654, -0.812, 0.273], [0.443, -0.159, -0.078], [-0.675, -0.632, -0.440], [-1.679, 0.287, -0.208], [-0.932, 1.490, 0.219], [-0.897, 1.881, 1.350], [2.480, -0.327, -0.257], [1.653, -1.896, 0.097], [1.802, -0.617, 1.344], [-0.900, -1.636, -0.831], [-2.468, 0.393, -0.836], [-0.480, 2.029, -0.631]],
  "nbo_charge": [-0.42, -0.49, 0.29, -0.68, 0.57, -0.53, 0.21, 0.18, 0.21, 0.17, 0.39, 0.12]
}

=====

Entry y
{
  "formula": "C3H6N2O",
  "method": "the ωB97M-V functional and the def2-TZVPD basis",
  "smiles": "[H]/N=C(/C=O)NC",
  "homo_ev": -9.5226,
  "charge": 0,
  "gap_ev": 9.813,
  "elements": ["C", "N", "C", "N", "C", "O", "H", "H", "H", "H", "H", "H"],
  "xyz": [[1.608, -0.557, 0.006], [0.541, 0.417, 0.027], [-0.753, 0.069, -0.223], [-1.240, -0.933, -0.852], [-1.751, 1.022, 0.382], [-1.418, 1.977, 1.045], [1.291, -1.496, 0.480], [2.457, -0.158, 0.564], [1.946, -0.780, -1.013], [0.632, 1.222, 0.631], [-0.510, -1.535, -1.235], [-2.803, 0.752, 0.188]],
  "nbo_charge": [-0.42, -0.60, 0.31, -0.67, 0.40, -0.51, 0.19, 0.22, 0.20, 0.41, 0.34, 0.14]
}

=====

Entry z
{
  "formula": "C3H6N2O",
  "method": "the ωB97M-V functional and the def2-TZVPD basis",
  "homo_ev": -8.5344,
  "charge": 0,
  "gap_ev": 8.537,
  "elements": ["C", "C", "C", "H", "H", "H", "H", "H", "H", "N", "N", "O"],
  "xyz": [[0.179, 0.417, 0.145], [-0.006, -0.095, -1.160], [-1.190, -0.996, -1.339], [1.807, 0.385, 1.282], [1.693, 1.896, -0.237], [-0.755, -0.956, 1.466], [-0.047, 0.481, 2.396], [0.607, 0.390, -1.998], [-1.976, -0.503, -0.317], [1.179, 1.179, 0.531], [-0.122, -0.190, 1.373], [-1.370, -2.007, -2.143]],
  "nbo_charge": [0.39, -0.48, 0.40, 0.43, 0.41, 0.40, 0.41, 0.24, 0.07, -0.84, -0.86, -0.57]
}

=====

The least stable of them is entry z.

=====

Entry w
{
  "formula": "C3H6N2O",
  "method": "the ωB97M-V functional and the def2-TZVPD basis",
  "smiles": "NN1CCC1=O",
  "homo_ev": -9.6707,
  "charge": 0,
  "gap_ev": 10.446,
  "elements": ["C", "C", "C", "H", "H", "H", "H", "H", "H", "N", "N", "O"],
  "xyz": [[0.961, -1.019, 0.232], [1.041, -0.250, -1.095], [-0.174, 0.516, -0.626], [-0.062, 0.081, 2.351], [-1.441, -0.895, 2.055], [1.801, -0.727, 0.925], [0.924, -2.187, 0.161], [0.728, -0.837, -1.951], [1.942, 0.322, -1.194], [-0.878, -0.063, 1.675], [-0.374, -0.419, 0.368], [-0.763, 1.517, -0.965]],
  "nbo_charge": [-0.23, -0.52, 0.68, 0.35, 0.36, 0.19, 0.20, 0.24, 0.23, -0.65, -0.29, -0.55]
}

=====

Entry x
{
  "formula": "C3H6N2O",
  "method": "the ωB97M-V functional and the def2-TZVPD basis",
  "homo_ev": [-7.5555, -7.7825],
  "charge": 0,
  "gap_ev": [7.598, 8.301],
  "elements": ["N", "C", "C", "O", "C", "N", "H", "H", "H", "H", "H", "H"],
  "xyz": [[-1.206, -1.050, 1.236], [-1.083, -0.158, 0.121], [1.106, 0.957, -0.308], [2.057, 1.804, 0.111], [-0.653, -0.668, -1.146], [0.017, -0.882, -2.078], [-2.161, -1.283, 1.504], [-0.709, -1.921, 1.091], [-1.900, 0.567, 0.069], [1.291, -0.087, -0.146], [0.520, 1.352, -1.127], [2.719, 1.369, 0.673]],
  "nbo_charge": [-0.82, -0.20, 0.05, -0.65, 0.19, -0.37, 0.37, 0.37, 0.22, 0.17, 0.19, 0.49]
}

=====

Entry y
{
  "formula": "C3H6N2O",
  "method": "the ωB97M-V functional and the def2-TZVPD basis",
  "smiles": "C=CN/C=N\\O",
  "homo_ev": -8.2073,
  "charge": 0,
  "gap_ev": 9.197,
  "elements": ["C", "C", "C", "H", "H", "H", "H", "H", "H", "N", "N", "O"],
  "xyz": [[0.889, 0.106, 1.012], [0.144, -0.511, -1.143], [-0.633, 0.046, -2.295], [-0.663, 0.172, 3.436], [1.949, 0.315, 0.553], [-1.035, 0.076, 0.377], [1.212, -1.109, -1.272], [-1.627, 0.652, -2.204], [-0.291, -0.302, -3.306], [0.797, 0.466, 2.219], [-0.140, -0.216, 0.137], [-0.602, 0.306, 2.487]],
  "nbo_charge": [0.22, 0.02, -0.53, 0.48, 0.20, 0.42, 0.21, 0.22, 0.21, -0.18, -0.64, -0.63]
}

=====

Entry z
{
  "formula": "C3H6N2O",
  "method": "the ωB97M-V functional and the def2-TZVPD basis",
  "smiles": "CNC=O.C#N",
  "homo_ev": -10.3181,
  "charge": 0,
  "gap_ev": 11.232,
  "elements": ["C", "N", "C", "N", "C", "O", "H", "H", "H", "H", "H", "H"],
  "xyz": [[0.829, -1.302, 0.026], [0.887, 2.182, -2.151], [0.018, 2.260, -1.395], [0.133, -0.153, 0.566], [-1.203, 0.035, 0.508], [-1.764, 1.087, 0.776], [1.391, -1.830, 0.804], [0.097, -1.991, -0.405], [1.515, -0.993, -0.769], [-0.783, 2.281, -0.669], [0.677, 0.645, 0.868], [-1.750, -0.866, 0.175]],
  "nbo_charge": [-0.41, -0.34, 0.06, -0.60, 0.53, -0.64, 0.20, 0.21, 0.21, 0.26, 0.40, 0.12]
}

=====

The least stable of them is entry x.

=====

Entry w
{
  "formula": "C3H6N2O",
  "method": "the ωB97M-V functional and the def2-TZVPD basis",
  "homo_ev": -9.1602,
  "charge": 0,
  "gap_ev": 8.875,
  "elements": ["N", "C", "C", "O", "C", "N", "H", "H", "H", "H", "H", "H"],
  "xyz": [[-1.305, -0.374, 0.711], [-1.209, 0.657, -0.338], [1.722, 0.163, 0.254], [1.274, -0.958, 0.721], [2.784, -0.098, -0.717], [3.480, -0.081, -1.649], [-1.963, -0.081, 1.426], [-1.681, -1.231, 0.312], [-0.737, 0.221, -1.223], [-2.182, 1.068, -0.634], [-0.557, 1.462, 0.006], [0.374, -0.751, 1.131]],
  "nbo_charge": [-0.85, -0.43, 0.19, -0.63, 0.10, -0.27, 0.37, 0.37, 0.20, 0.18, 0.22, 0.53]
}

=====

Entry x
{
  "formula": "C3H6N2O",
  "method": "the ωB97M-V functional and the def2-TZVPD basis",
  "homo_ev": -8.1979,
  "charge": 0,
  "gap_ev": 9.112,
  "elements": ["C", "N", "C", "C", "O", "N", "H", "H", "H", "H", "H", "H"],
  "xyz": [[0.614, 0.599, -0.332], [1.436, 0.862, 0.703], [-0.961, 0.615, -0.498], [-1.851, -0.085, 0.219], [1.416, -1.519, -0.353], [0.525, -0.559, -0.939], [1.331, -2.274, -0.954], [1.201, 1.617, 1.326], [2.032, 0.092, 0.987], [-1.267, 1.491, -1.054], [-1.573, -0.993, 0.743], [-2.904, 0.154, 0.152]],
  "nbo_charge": [0.28, -0.82, -0.15, -0.40, -0.63, -0.18, 0.48, 0.40, 0.42, 0.19, 0.20, 0.21]
}

=====

The least stable of them is entry x.

=====

Entry w
{
  "formula": "C3H6N2O",
  "method": "the ωB97M-V functional and the def2-TZVPD basis",
  "smiles": "N#C[C@@H](N)CO",
  "homo_ev": -9.2153,
  "charge": 0,
  "gap_ev": 9.578,
  "elements": ["N", "C", "C", "O", "C", "N", "H", "H", "H", "H", "H", "H"],
  "xyz": [[-0.949, 0.453, 0.841], [-0.030, 0.743, -0.262], [0.634, -0.638, -0.269], [0.639, -1.325, 1.308], [-0.665, 1.153, -1.559], [-1.177, 1.471, -2.552], [-1.794, 0.082, 0.404], [-0.363, -0.420, 1.434], [0.675, 1.555, -0.022], [-0.001, -1.340, -0.820], [1.687, -0.732, -0.421], [1.343, -1.002, 1.917]],
  "nbo_charge": [-0.87, -0.20, -0.02, -0.78, 0.27, -0.30, 0.35, 0.43, 0.22, 0.22, 0.20, 0.49]
}

=====

Entry x
{
  "formula": "C3H6N2O",
  "method": "the ωB97M-V functional and the def2-TZVPD basis",
  "smiles": "ON=C1CNC1",
  "homo_ev": -9.1523,
  "charge": 0,
  "gap_ev": 10.193,
  "elements": ["O", "N", "C", "C", "N", "C", "H", "H", "H", "H", "H", "H"],
  "xyz": [[-1.047, -1.274, -1.952], [0.181, -1.039, -1.354], [0.112, -0.276, -0.349], [1.221, 0.153, 0.568], [0.190, 0.686, 1.493], [-0.896, 0.468, 0.502], [-0.780, -1.886, -2.650], [1.884, 0.903, 0.116], [1.825, -0.661, 0.980], [0.336, 1.660, 1.735], [-1.285, 1.380, 0.028], [-1.741, -0.115, 0.884]],
  "nbo_charge": [-0.56, -0.13, 0.20, -0.26, -0.61, -0.29, 0.48, 0.19, 0.21, 0.36, 0.20, 0.21]
}

=====

The least stable of them is entry w.

=====

Entry w
{
  "formula": "C3H6N2O",
  "method": "the ωB97M-V functional and the def2-TZVPD basis",
  "smiles": "NC1=NCCO1",
  "homo_ev": -8.8803,
  "charge": 0,
  "gap_ev": 9.867,
  "elements": ["N", "C", "O", "N", "C", "C", "H", "H", "H", "H", "H", "H"],
  "xyz": [[2.087, 0.432, -0.700], [0.806, 0.117, -0.335], [0.431, 0.550, 0.897], [-0.039, -0.500, -1.061], [-1.233, -0.630, -0.234], [-0.998, 0.360, 0.919], [2.398, -0.104, -1.496], [2.763, 0.515, 0.045], [-2.141, -0.404, -0.801], [-1.315, -1.664, 0.127], [-1.473, 1.330, 0.733], [-1.288, -0.001, 1.907]],
  "nbo_charge": [-0.81, 0.67, -0.50, -0.55, -0.26, -0.09, 0.40, 0.39, 0.20, 0.18, 0.18, 0.19]
}

=====

Entry x
{
  "formula": "C3H6N2O",
  "method": "the ωB97M-V functional and the def2-TZVPD basis",
  "smiles": "C/N=C/NC=O",
  "homo_ev": -9.3726,
  "charge": 0,
  "gap_ev": 10.277,
  "elements": ["C", "C", "C", "H", "H", "H", "H", "H", "H", "N", "N", "O"],
  "xyz": [[-2.258, 0.464, -0.079], [-0.005, -0.091, -0.023], [2.449, -0.220, -0.041], [-2.231, 0.724, 1.089], [-1.994, 1.373, -0.673], [-3.227, -0.102, -0.186], [0.164, 0.953, 0.143], [1.168, -1.802, 0.010], [3.330, -0.937, 0.098], [-1.218, -0.526, -0.151], [1.166, -0.797, -0.087], [2.655, 0.962, -0.100]],
  "nbo_charge": [-0.45, 0.26, 0.54, 0.19, 0.20, 0.22, 0.16, 0.41, 0.13, -0.46, -0.63, -0.56]
}

=====

The least stable of them is entry x.

=====

Entry w
{
  "formula": "C3H6N2O",
  "method": "the ωB97M-V functional and the def2-TZVPD basis",
  "smiles": "[H]/N=C(C)\\N=C\\O",
  "homo_ev": -9.6632,
  "charge": 0,
  "gap_ev": 10.022,
  "elements": ["C", "C", "C", "O", "N", "N", "H", "H", "H", "H", "H", "H"],
  "xyz": [[1.649, 0.548, 0.307], [0.721, -0.592, 0.009], [-1.576, 0.081, -0.057], [-2.725, 0.308, 0.550], [-0.573, -0.426, 0.468], [1.168, -1.661, -0.492], [-3.136, 0.895, -0.187], [0.448, -2.345, -0.713], [-1.598, 0.711, -1.044], [1.581, 0.821, 1.359], [1.375, 1.421, -0.287], [2.667, 0.239, 0.088]],
  "nbo_charge": [-0.67, 0.43, 0.45, -0.64, -0.51, -0.66, 0.49, 0.34, 0.09, 0.23, 0.22, 0.24]
}

=====

Entry x
{
  "formula": "C3H6N2O",
  "method": "the ωB97M-V functional and the def2-TZVPD basis",
  "smiles": "[H]/N=C/N(C)C=O",
  "homo_ev": -9.8412,
  "charge": 0,
  "gap_ev": 10.617,
  "elements": ["C", "N", "C", "N", "C", "O", "H", "H", "H", "H", "H", "H"],
  "xyz": [[1.042, -0.400, 0.918], [0.111, 0.266, 0.023], [-1.182, -0.309, -0.101], [-1.414, -1.147, -1.018], [0.522, 1.299, -0.773], [1.630, 1.792, -0.743], [1.959, 0.189, 0.932], [1.261, -1.412, 0.558], [0.623, -0.461, 1.929], [-1.900, 0.013, 0.670], [-2.373, -1.489, -0.951], [-0.280, 1.659, -1.444]],
  "nbo_charge": [-0.42, -0.50, 0.28, -0.57, 0.54, -0.60, 0.25, 0.21, 0.20, 0.16, 0.34, 0.12]
}

=====

The least stable of them is entry w.